(1)
{"formula": "C26H36NO4P2Rb", "method": "wB97M-V/def2-TZVPD", "elements": ["H", "C", "H", "H", "H", "H", "H", "C", "C", "C", "H", "H", "H", "H", "H", "H", "H", "C", "Rb", "C", "H", "C", "H", "H", "C", "H", "H", "H", "C", "C", "H", "C", "H", "H", "C", "H", "H", "C", "C", "C", "O", "C", "C", "N", "H", "C", "P", "H", "H", "C", "P", "H", "C", "O", "O", "O", "H", "H", "H", "C", "C", "H", "H", "C", "H", "H", "H", "C", "C", "C"], "positions_angstrom": [[-1.453040, 0.227961, 3.169097], [2.851932, -2.061586, 0.379620], [0.438954, 4.465515, -2.791629], [-0.203466, 6.048121, -2.308640], [-2.223322, 3.157251, 1.535828], [2.164457, -3.815002, -0.624855], [-1.734278, 0.308559, -0.840741], [3.155001, -0.225925, -4.983153], [0.459200, 1.176862, 1.717049], [1.776954, -3.129233, 0.136020], [-2.535616, -3.439095, -1.465605], [-2.957412, -1.526359, 3.950552], [0.309980, -3.739687, -2.517808], [-1.047646, -5.420141, -0.354189], [3.275093, -1.712884, -0.564498], [-1.752502, -2.423110, -2.675986], [-2.413431, 1.421443, 1.314210], [1.120289, 3.502405, 2.009519], [1.909226, 0.310644, -2.084916], [-1.524793, -0.696871, 2.609150], [2.391291, -4.420307, 1.751518], [-0.755216, -0.824676, 1.416830], [-3.264307, 1.007459, -1.412368], [-2.031247, 5.212121, -0.041516], [-0.389619, -3.780259, -1.673296], [-1.793292, -3.991962, 0.676443], [0.990107, 4.910106, -0.433534], [-3.672579, 2.517240, 0.735646], [-0.843319, -2.079104, 0.734362], [-1.902703, 2.445176, -0.510794], [0.658099, -5.482636, -0.799708], [-0.991100, 5.419522, 0.222525], [-2.307102, 3.289942, -1.079315], [-1.769065, 1.255621, -2.330514], [1.485624, -3.901799, 1.417684], [1.175371, -3.216146, 2.209000], [-1.280761, 4.657827, -2.458812], [-0.038592, 4.626324, -0.672827], [1.561813, 1.936390, 3.763348], [-1.720847, -3.052230, 1.205404], [1.968633, 0.190509, -4.774929], [-2.502071, -2.880696, 2.339860], [1.637930, 3.234966, 3.270526], [-0.020452, 0.194154, 0.911501], [2.097113, 4.025244, 3.851889], [0.524796, 2.514415, 1.227609], [-0.057859, 2.761927, -0.486845], [-0.831323, 6.495836, 0.094241], [-0.865318, 5.178909, 1.278169], [0.989772, 0.933064, 3.008495], [0.287401, -2.338509, -0.689909], [2.435957, -1.213829, 0.932800], [-0.337424, -5.219689, -1.157109], [3.832998, -1.406453, -3.006384], [3.676193, -0.526283, -6.069934], [4.576981, 0.691630, -3.274353], [1.971782, 1.701633, 4.740181], [3.670123, -2.479895, 0.974516], [-0.580751, -5.898247, -1.981945], [-2.374357, -1.689096, 3.049418], [-2.590405, 2.391400, 0.850315], [0.690699, -4.638476, 1.298984], [0.963617, -0.082398, 3.386999], [3.982189, -0.340063, -3.675240], [1.196857, 4.513694, 1.631501], [-3.175100, -3.662209, 2.671361], [-2.054785, -4.129820, -3.022643], [-0.279963, 4.968495, -2.144870], [-2.185764, 1.175297, -1.324390], [-1.765637, -3.422962, -2.238881]], "forces_ev_per_angstrom": [[0.0, 0.0, 0.0], [-0.1, 0.0, 0.0], [0.0, 0.0, 0.0], [0.0, 0.0, 0.0], [0.0, 0.0, 0.0], [0.0, 0.0, 0.0], [0.0, 0.0, 0.0], [0.0, 0.1, -0.1], [0.1, 0.1, 0.1], [0.0, 0.1, 0.0], [0.0, 0.0, 0.0], [0.0, 0.0, 0.0], [0.0, 0.0, 0.0], [0.0, 0.0, 0.0], [0.0, 0.0, 0.0], [0.0, 0.0, 0.0], [0.0, 0.0, 0.0], [0.0, -0.1, -0.1], [-0.5, 0.4, 0.5], [-0.1, 0.0, 0.0], [0.0, 0.0, 0.0], [0.1, -0.1, 0.2], [0.0, 0.0, 0.0], [0.0, 0.0, 0.0], [0.0, 0.1, -0.1], [0.0, 0.0, 0.0], [0.0, 0.0, 0.0], [0.0, 0.0, 0.0], [0.0, 0.0, -0.1], [0.0, -0.2, 0.0], [0.0, 0.0, 0.0], [0.0, 0.0, 0.0], [0.0, 0.0, 0.0], [0.0, 0.0, 0.0], [0.0, 0.0, 0.0], [0.0, 0.0, 0.0], [0.0, 0.0, 0.0], [-0.1, -0.1, 0.1], [0.0, 0.0, 0.0], [0.0, 0.0, 0.0], [0.1, -0.1, -0.2], [0.0, 0.0, 0.0], [0.0, 0.1, 0.0], [0.0, 0.0, -0.1], [0.0, 0.0, 0.0], [-0.1, 0.0, 0.1], [0.1, 0.1, -0.1], [0.0, 0.0, 0.0], [0.0, 0.0, 0.0], [0.1, 0.0, 0.0], [-0.1, -0.1, 0.2], [0.0, 0.0, 0.0], [0.0, 0.0, -0.1], [0.2, -0.1, -0.1], [0.0, 0.0, -0.1], [0.0, -0.1, 0.0], [0.0, 0.0, 0.0], [0.0, 0.0, 0.0], [0.0, 0.0, 0.0], [0.0, 0.0, -0.1], [0.0, 0.0, 0.0], [0.0, 0.0, 0.0], [0.0, 0.0, 0.0], [0.3, -0.2, -0.1], [0.0, 0.0, 0.0], [0.0, 0.0, 0.0], [0.0, 0.0, 0.0], [0.0, 0.0, 0.0], [-0.1, 0.1, 0.0], [0.0, 0.0, 0.0]], "total_charge": -2, "orbital_gap_ev": 5.249, "lumo_energy_ev": 4.213}


(2)
{"formula": "C22H20CdNO9S", "method": "wB97M-V/def2-TZVPD", "elements": ["H", "C", "H", "O", "H", "C", "C", "C", "O", "Cd", "H", "C", "C", "C", "H", "H", "H", "H", "H", "O", "H", "H", "H", "H", "H", "C", "C", "H", "C", "C", "O", "O", "C", "C", "C", "S", "C", "C", "O", "N", "O", "H", "C", "C", "H", "O", "C", "H", "C", "O", "C", "H", "H", "C"], "positions_angstrom": [[0.360074, -0.105651, 7.081193], [0.988340, -0.072918, 3.004428], [-1.443515, 3.718394, 4.199318], [2.319001, 4.967645, 5.578102], [0.468188, 1.657459, 6.720766], [-4.706406, -2.186830, -1.292982], [-3.006173, -0.612340, -0.414760], [0.667121, 3.888243, 3.922651], [0.774016, 3.265492, 6.409973], [-0.588220, 0.023034, 0.375616], [0.010512, 0.223310, 4.870034], [-7.056212, -1.775396, -1.196316], [2.261149, -0.081326, 2.322863], [-5.510619, -0.175158, -0.267883], [-3.862021, -2.810849, -1.552855], [2.718867, 3.980484, 3.370629], [-0.898660, 2.711645, -0.362571], [-6.181492, -3.527240, -2.086650], [1.269193, 0.984875, 8.157761], [2.211127, 0.577499, 6.430807], [2.318512, 3.127944, 1.056592], [4.397288, 0.112161, 2.636351], [-6.104205, 1.375045, 0.654932], [0.723922, 2.524331, -0.579136], [4.359627, 0.750990, 0.612401], [3.402259, 0.323732, 4.456244], [-5.999894, -2.589488, -1.580114], [4.469202, -1.004457, 0.677480], [-4.437751, -0.979475, -0.655536], [0.204297, 2.944270, 1.350698], [-2.182060, -1.542485, -0.217931], [-0.159597, -0.270243, 2.453018], [2.143843, 0.363237, 5.107738], [0.982081, 0.173706, 4.404388], [2.454221, -0.247291, 0.916323], [0.955267, 4.463716, 5.598219], [0.988428, 0.789676, 7.126696], [-0.856360, 3.095341, 2.233597], [-2.661548, 0.600917, -0.433439], [-0.045043, 2.360600, 0.058867], [-0.068627, 5.474112, 5.810159], [-8.077384, -2.071600, -1.401485], [1.491897, 3.256763, 1.748867], [3.854069, -0.172366, 0.332726], [3.762797, -0.227634, -0.748919], [-5.263895, 0.981613, 0.400907], [-0.622751, 3.576959, 3.508436], [-1.859860, 2.823380, 1.921809], [1.721861, 3.725454, 3.038214], [1.563923, -0.453087, 0.052333], [-6.814744, -0.581963, -0.538571], [4.297851, 0.488955, 5.036525], [-7.641160, 0.046729, -0.224829], [3.430966, 0.119786, 3.117920]], "forces_ev_per_angstrom": [[0.1, -0.2, 0.1], [-0.1, 0.1, 0.1], [0.0, 0.0, 0.0], [-0.1, -0.1, 0.1], [0.1, -0.6, 0.2], [0.0, 0.0, 0.0], [-0.1, 0.1, -0.1], [0.1, -0.1, -0.1], [0.1, 1.0, -0.1], [0.2, 0.0, 0.2], [0.0, 0.0, 0.0], [0.0, 0.0, 0.0], [0.2, 0.0, -0.2], [0.0, 0.1, 0.0], [0.0, 0.0, 0.0], [0.0, 0.0, 0.0], [0.0, 0.0, 0.1], [0.0, 0.0, 0.0], [0.0, 0.0, 0.0], [0.1, -0.1, -0.4], [0.0, 0.0, 0.0], [0.0, 0.0, 0.0], [0.0, 0.0, 0.0], [0.0, 0.0, 0.0], [0.0, 0.0, 0.0], [0.0, 0.0, -0.2], [0.0, 0.1, 0.0], [0.0, 0.0, 0.0], [0.0, -0.1, -0.1], [0.0, -0.1, 0.0], [0.1, 0.0, 0.0], [0.2, 0.0, -0.3], [0.0, 0.1, 0.5], [0.0, 0.0, -0.2], [-0.1, 0.0, 0.2], [0.1, 0.5, -0.3], [-0.4, -0.6, 0.2], [-0.1, 0.0, 0.0], [0.0, 0.0, 0.1], [-0.1, -0.1, -0.1], [0.0, -0.1, 0.0], [0.0, 0.0, 0.0], [0.0, 0.0, 0.0], [0.0, -0.1, 0.0], [0.0, 0.0, 0.0], [0.0, 0.0, 0.0], [0.0, 0.0, 0.1], [0.0, 0.0, 0.0], [0.0, 0.0, 0.0], [-0.3, 0.1, 0.0], [0.0, 0.0, 0.0], [0.0, 0.0, 0.0], [0.0, 0.0, 0.0], [0.0, 0.0, 0.1]], "total_charge": -1, "orbital_gap_ev": 7.721, "lumo_energy_ev": 2.270, "e_above_lowest_ev": 0.000}


(3)
{"formula": "CHFOS2", "method": "wB97M-V/def2-TZVPD", "elements": ["O", "F", "S", "C", "S", "H"], "positions_angstrom": [[-1.755092, -0.325746, 0.463741], [-1.362395, 1.865952, 0.169259], [-3.730637, 1.123134, -0.358811], [-2.269867, 0.849070, 0.121604], [-0.173498, -0.639172, 0.976138], [0.196318, 0.210276, -0.091004]], "forces_ev_per_angstrom": [[-1.2, -0.2, 0.2], [-0.1, -0.9, 0.2], [-1.7, 0.1, -0.5], [2.1, 0.3, 0.6], [0.1, 1.9, -1.9], [0.7, -1.1, 1.4]], "orbital_gap_ev": 9.312, "lumo_energy_ev": -0.357, "e_above_lowest_ev": 1.142, "smiles": "FC(=S)OS"}